1.
C20H25N3O in the gas phase, computed with wB97M-V/def2-TZVPD.

```
49
C20H25N3O (wB97M-V/def2-TZVPD)
H -6.503 0.020 -0.725
C -3.121 0.137 0.073
C 4.788 4.068 0.055
H -4.617 -1.576 -0.503
N -2.192 -0.898 0.418
H 2.217 -1.564 1.624
H 5.810 4.356 0.090
H -6.920 2.781 -1.449
H 6.527 1.949 0.675
C -4.500 -0.440 -0.114
N 0.171 -2.407 0.571
H 3.372 -1.999 -1.285
C -4.243 2.337 0.250
C 5.577 1.760 0.283
C 3.669 -1.673 -0.292
H 2.486 2.852 -1.044
H -2.191 2.025 0.379
C 3.165 1.997 -0.423
O 1.371 -2.950 -1.495
H -0.418 0.324 0.453
C -0.224 -1.594 1.463
H 0.586 -1.264 2.272
C 5.213 0.279 0.224
H 1.999 0.440 -1.140
H -1.298 0.318 1.870
C -3.195 1.455 0.522
H -0.789 -2.195 2.443
C 2.941 0.683 -0.604
C -6.654 2.409 -0.369
C 4.625 2.585 -0.109
H 4.211 4.411 0.796
H -7.591 2.180 0.316
H -1.175 -1.242 -1.217
N 2.343 -1.718 0.440
H 4.615 4.405 -0.932
C 3.971 -0.332 -0.387
C -1.779 -1.722 -0.714
H 4.405 -2.349 0.175
C -5.586 1.805 -0.026
H -1.631 -3.497 0.372
H -0.679 -3.410 -0.937
C 1.195 -2.290 -0.330
H -4.046 3.308 0.351
C -0.941 -0.532 1.078
C -1.069 -3.019 -0.163
C -5.609 0.333 -0.482
H 5.803 -0.332 0.509
H -2.736 -2.235 -1.254
H -6.417 3.571 0.026
```

Computed properties:
- Structure (SMILES): Cc1ccc(CNC(=O)N2CCN(c3ccc(C)cc3)CC2)cc1
- HOMO-LUMO gap: 8.37 eV
- Net charge: 0
- Energy above the lowest of the compared OMol25 structures with the same formula, charge and spin: 375.64 kcal per mole
- 2S+1: 1

Electronic structure analysis, natural (NBO) charges in units of e: H 0.19; C 0.15; C -0.64; H 0.20; N -0.44; H 0.42; H 0.21; H 0.25; H 0.21; C -0.19; N -0.46; H 0.26; C -0.18; C -0.24; C -0.28; H 0.21; H 0.20; C -0.22; O -0.68; H 0.19; C -0.21; H 0.21; C -0.12; H 0.22; H 0.24; C -0.27; H 0.20; C -0.21; C -0.65; C 0.02; H 0.22; H 0.24; H 0.16; N -0.68; H 0.22; C -0.03; C -0.17; H 0.22; C -0.05; H 0.18; H 0.22; C 0.79; H 0.20; C -0.28; C -0.16; C -0.18; H 0.14; H 0.20; H 0.19

2.
2 unconnected molecules or ions with the total composition C4H7N2O4, computed with wB97M-V/def2-TZVPD.

```
17
C4H7N2O4 (wB97M-V/def2-TZVPD)
O -1.894 -2.634 -0.922
H -1.789 0.244 2.538
H -0.474 -0.654 2.176
C -1.944 -1.514 -0.501
C 1.729 1.053 -2.051
O -2.785 -0.509 -0.478
H 1.007 1.533 -2.642
N 1.800 0.799 0.352
O 1.152 0.458 1.346
H -0.642 0.259 0.160
C -1.520 -0.624 1.966
H 2.668 1.688 -1.999
O 3.029 0.855 0.426
H 1.982 0.082 -2.376
N 1.091 0.996 -0.729
C -1.398 -0.476 0.441
H -2.012 -1.555 2.294
```

Computed properties:
- HOMO-LUMO gap: 8.10 eV
- Net charge: -1
- Energy above the lowest of the compared OMol25 structures with the same formula, charge and spin: 44.68 kcal per mole
- 2S+1: 1

Electronic structure analysis, natural (NBO) charges in units of e: O -0.60; H 0.22; H 0.28; C 0.77; C -0.44; O -0.53; H 0.19; N 0.59; O -0.59; H 0.30; C -0.68; H 0.18; O -0.56; H 0.18; N -0.48; C -0.02; H 0.20

3.
2 unconnected molecules or ions with the total composition C10H13NO, computed with wB97M-V/def2-TZVPD.

```
25
C10H13NO (wB97M-V/def2-TZVPD)
C 1.839 0.207 0.120
C 0.448 0.206 0.134
H -2.490 0.501 3.002
H 3.544 0.670 1.399
H -3.364 1.417 1.878
H -3.592 -0.310 2.042
N -0.472 0.174 -0.881
H -0.152 0.532 -1.768
O 0.728 -0.024 -3.594
H 1.055 -1.815 -4.374
C 0.621 -1.519 -3.448
H -2.567 -0.011 -0.969
C -2.826 0.474 1.961
C -1.739 0.134 -0.323
C 0.397 0.350 2.594
H 1.389 -1.819 -2.724
H 2.351 0.312 3.465
H 0.660 0.079 -4.539
H -0.124 0.399 3.550
C 1.760 0.326 2.556
H 2.332 0.344 -0.844
H -0.314 -1.784 -2.968
C -1.704 0.342 1.021
C 2.482 0.455 1.347
C -0.261 0.360 1.363
```

Computed properties:
- Structure (SMILES): Cc1c[nH]c2ccccc12.CO
- HOMO-LUMO gap: 8.35 eV
- Net charge: 0
- Energy above the lowest of the compared OMol25 structures with the same formula, charge and spin: 25.30 kcal per mole
- 2S+1: 1

Electronic structure analysis, natural (NBO) charges in units of e: C -0.25; C 0.12; H 0.22; H 0.21; H 0.22; H 0.22; N -0.56; H 0.44; O -0.76; H 0.19; C -0.28; H 0.20; C -0.64; C -0.02; C -0.23; H 0.18; H 0.21; H 0.47; H 0.21; C -0.24; H 0.21; H 0.20; C -0.11; C -0.21; C -0.01

4.
C3H7NO in the gas phase, computed with wB97M-V/def2-TZVPD.

```
12
C3H7NO (wB97M-V/def2-TZVPD)
H -1.209 1.130 2.363
H -0.887 0.802 -0.476
O 0.055 -0.044 -2.443
H 0.952 -0.837 1.250
H 1.613 -0.854 -1.118
N 0.011 0.166 -0.192
C 0.327 0.081 1.190
H 1.037 0.810 1.427
C 0.601 -0.302 -1.317
H -0.515 -0.155 3.207
C -0.881 0.048 2.171
H -1.792 -0.673 1.974
```

Computed properties:
- Structure (SMILES): CCNC=O
- HOMO-LUMO gap: 10.42 eV
- Net charge: 0
- Energy above the lowest of the compared OMol25 structures with the same formula, charge and spin: 37.64 kcal per mole
- 2S+1: 1

Electronic structure analysis, natural (NBO) charges in units of e: H 0.22; H 0.41; O -0.64; H 0.19; H 0.13; N -0.61; C -0.22; H 0.19; C 0.51; H 0.23; C -0.64; H 0.23

5.
A gas-phase ion, C27H31N2O2 (charge +1), computed with wB97M-V/def2-TZVPD.

```
62
C27H31N2O2 (wB97M-V/def2-TZVPD)
H -6.458 -2.293 3.768
H -4.302 2.086 -3.861
H -5.951 2.683 -3.607
O 2.894 0.593 2.226
H -6.311 0.505 -2.199
C -5.358 1.040 -2.328
C 5.233 -0.467 4.827
H -5.224 -0.036 -4.855
H -5.324 1.848 3.333
H -4.068 -2.954 3.409
C -4.274 1.616 -0.220
O -3.575 0.591 -0.269
H 1.798 2.133 4.056
H -2.918 5.322 1.925
C -0.289 1.693 3.694
H -2.350 -1.255 3.019
C -4.060 2.629 0.913
C 3.973 -2.399 4.078
H 5.962 -0.007 5.498
H -4.552 0.301 -2.285
H -6.871 0.561 -4.587
H -1.450 -0.436 1.292
C 1.075 1.548 3.485
C 4.635 0.315 3.841
H 0.998 -0.891 1.103
C 4.910 -1.823 4.943
C -0.746 0.108 1.933
C 3.331 -1.620 3.113
C -1.210 1.040 2.871
H 4.878 1.368 3.701
H -4.813 4.626 0.721
H -3.851 4.135 -0.656
H -5.807 1.383 -5.734
H -7.089 0.128 3.564
C -5.338 1.775 -3.667
C -2.667 1.504 2.834
C -5.704 -1.536 3.539
C 0.624 -0.130 1.787
C -6.049 -0.180 3.450
H -1.558 3.656 2.675
N -2.745 2.263 1.561
N -5.168 1.915 -1.178
C -4.370 -1.907 3.346
C -3.911 4.074 0.440
H -2.341 1.619 0.862
C 1.523 0.658 2.505
H 5.394 -2.437 5.706
C -3.730 0.416 2.999
H 2.593 -2.041 2.428
C -3.389 -0.939 3.096
H -4.871 2.529 1.639
H -5.654 2.805 -1.167
H -2.058 5.233 0.374
C -2.655 4.658 1.090
H -0.644 2.384 4.464
C -1.840 3.486 1.628
C -5.062 0.788 3.253
H 3.729 -3.462 4.146
H -2.835 2.255 3.625
C -5.837 0.866 -4.776
C 3.645 -0.262 3.041
H -0.929 3.264 1.052
```

Computed properties:
- Structure (SMILES): CCCNC(=O)[C@@H]1CCC[N@H+]1[C@@H](c1ccccc1)c1ccc(Oc2ccccc2)cc1
- HOMO-LUMO gap: 8.63 eV
- Net charge: +1
- Energy above the lowest of the compared OMol25 structures with the same formula, charge and spin: 0.00 kcal per mole
- 2S+1: 1

Electronic structure analysis, natural (NBO) charges in units of e: H 0.23; H 0.21; H 0.20; O -0.51; H 0.20; C -0.23; C -0.19; H 0.21; H 0.20; H 0.23; C 0.67; O -0.64; H 0.24; H 0.23; C -0.19; H 0.22; C -0.15; C -0.19; H 0.22; H 0.24; H 0.21; H 0.24; C -0.24; C -0.26; H 0.23; C -0.22; C -0.25; C -0.27; C -0.08; H 0.23; H 0.24; H 0.23; H 0.23; H 0.23; C -0.40; C -0.06; C -0.19; C -0.18; C -0.20; H 0.23; N -0.39; N -0.58; C -0.21; C -0.42; H 0.49; C 0.30; H 0.23; C -0.09; H 0.22; C -0.13; H 0.26; H 0.40; H 0.25; C -0.43; H 0.22; C -0.21; C -0.21; H 0.22; H 0.22; C -0.61; C 0.29; H 0.24

> Which value of 2S+1 does entry 2 give?

1

> Among the records above, which one has the lowest net charge?

C4H7N2O4

> The highest net charge belongs to which entry?

C27H31N2O2